ORCA calculation (wB97M-V/def2-TZVPD) on a cluster of 5 separate species, C31H87O7PSi8 in total.

CARTESIAN COORDINATES (ANGSTROEM)
C1 3.4578 -4.5653 -3.4642
C2 3.2452 -3.9798 -4.9804
C3 2.6568 -2.4524 -5.0627
C4 1.4065 -2.1486 -4.0180
C5 0.2895 -3.3680 -3.7822
C6 -0.8451 -2.7686 -4.8542
P1 -2.3175 -3.9415 -4.5337
O1 -1.8136 -5.1770 -3.3625
O2 -2.4811 -4.8712 -6.0380
C7 -0.8704 -1.2348 -4.2343
O3 0.5949 -0.9138 -4.2808
H1 2.4933 -5.2172 -3.2128
H2 4.4195 -5.2557 -3.3478
H3 3.4793 -3.7178 -2.6276
H4 4.2907 -3.9801 -5.5194
H5 2.5281 -4.6891 -5.6063
H6 2.1900 -2.3161 -6.1529
H7 3.5172 -1.6302 -5.0034
H8 1.9266 -1.9345 -2.9747
H9 0.0043 -3.1716 -2.6467
H10 0.6001 -4.4590 -4.0838
H11 -0.4622 -2.5827 -5.9463
H12 -2.2006 -4.9534 -2.4627
H13 -1.5090 -5.0755 -6.2777
H14 -1.6084 -0.4455 -4.7342
H15 -1.0427 -1.2746 -3.0556
O4 -4.1889 1.5242 -0.2524
Si1 -4.6538 1.0950 -1.8062
C8 -3.6909 2.0926 -3.0766
C9 -6.4898 1.4202 -2.0558
C10 -4.3348 -0.7277 -2.1332
Si2 -4.1490 2.8811 0.7328
C11 -3.4320 2.4740 2.4215
C12 -5.8845 3.5612 0.9850
C13 -3.0879 4.2255 -0.0431
H16 -3.9396 3.1556 -3.0040
H17 -3.9312 1.7560 -4.0909
H18 -2.6144 1.9781 -2.9207
H19 -7.0773 0.9047 -1.2903
H20 -6.8143 1.0643 -3.0377
H21 -6.7051 2.4906 -1.9921
H22 -4.8973 -1.3508 -1.4315
H23 -3.2718 -0.9611 -2.0277
H24 -4.6441 -0.9918 -3.1485
H25 -4.0344 1.7137 2.9256
H26 -3.4113 3.3678 3.0527
H27 -2.4082 2.0980 2.3276
H28 -6.3000 3.9210 0.0395
H29 -5.8712 4.3969 1.6910
H30 -6.5468 2.7856 1.3799
H31 -3.5354 4.5826 -0.9763
H32 -2.0864 3.8452 -0.2659
H33 -2.9898 5.0776 0.6337
O5 -0.3836 0.5739 6.9541
Si3 0.2441 -0.8815 7.5040
C14 -0.3349 -2.2985 6.4117
C15 -0.3198 -1.2155 9.2674
C16 2.1230 -0.8624 7.4865
Si4 -1.8744 1.2931 6.6828
C17 -1.6756 3.0389 6.0164
C18 -2.8588 1.3885 8.2827
C19 -2.8651 0.2998 5.4308
H34 -1.4189 -2.4267 6.4855
H35 0.1397 -3.2371 6.7173
H36 -0.0798 -2.1073 5.3654
H37 -0.0551 -0.3774 9.9190
H38 0.1540 -2.1201 9.6588
H39 -1.4040 -1.3532 9.3071
H40 2.5078 -0.0669 8.1316
H41 2.5004 -0.6991 6.4734
H42 2.5165 -1.8164 7.8487
H43 -1.1278 3.6648 6.7258
H44 -2.6552 3.4951 5.8435
H45 -1.1295 3.0319 5.0677
H46 -3.1002 0.3866 8.6486
H47 -3.7971 1.9289 8.1254
H48 -2.2857 1.9090 9.0554
H49 -3.1113 -0.6901 5.8284
H50 -2.2946 0.1666 4.5067
H51 -3.8003 0.8098 5.1875
O6 3.9603 -5.4665 2.4152
Si5 2.9613 -4.1782 2.0197
C20 3.9860 -2.6973 1.4783
C21 1.9195 -3.6754 3.5033
C22 1.7969 -4.6261 0.6145
Si6 5.1954 -5.8337 3.4892
C23 5.8012 -7.5966 3.2513
C24 4.5970 -5.6574 5.2637
C25 6.6545 -4.6756 3.2335
H52 4.5942 -2.3230 2.3072
H53 3.3355 -1.8837 1.1399
H54 4.6533 -2.9707 0.6558
H55 1.3579 -4.5333 3.8849
H56 1.2078 -2.8923 3.2269
H57 2.5527 -3.2928 4.3086
H58 1.1595 -5.4702 0.8945
H59 2.3583 -4.8993 -0.2830
H60 1.1519 -3.7774 0.3697
H61 4.9908 -8.3111 3.4184
H62 6.6065 -7.8218 3.9573
H63 6.1858 -7.7408 2.2366
H64 4.3421 -4.6170 5.4843
H65 5.3750 -5.9734 5.9651
H66 3.7090 -6.2733 5.4321
H67 6.3797 -3.6450 3.4803
H68 6.9891 -4.7018 2.1920
H69 7.4927 -4.9652 3.8717
O7 0.8611 5.8200 -4.4986
Si7 0.2329 4.2927 -4.7939
C26 1.0429 3.5340 -6.3120
C27 -1.6220 4.3918 -5.0913
C28 0.5295 3.1416 -3.3386
Si8 0.9972 7.3074 -5.2620
C29 1.8977 8.5488 -4.1759
C30 -0.7060 8.0031 -5.6535
C31 1.9559 7.1354 -6.8702
H70 0.7948 4.1067 -7.2106
H71 0.6961 2.5054 -6.4582
H72 2.1310 3.5191 -6.2011
H73 -2.1180 4.8888 -4.2522
H74 -2.0488 3.3909 -5.2008
H75 -1.8380 4.9568 -6.0024
H76 0.0522 3.5306 -2.4342
H77 1.5995 3.0291 -3.1440
H78 0.1133 2.1516 -3.5457
H79 1.3603 8.7041 -3.2367
H80 1.9797 9.5134 -4.6864
H81 2.9082 8.1985 -3.9425
H82 -1.2253 7.3695 -6.3781
H83 -0.6227 9.0081 -6.0780
H84 -1.3148 8.0604 -4.7467
H85 1.4063 6.5145 -7.5850
H86 2.9302 6.6711 -6.6901
H87 2.1203 8.1141 -7.3274

Properties
HOMO-LUMO gap: 9.1 eV
charge: 0
SMILES: CCC[C@@H]1C[C@@H](P(O)O)CO1.C[Si](C)(C)O[Si](C)(C)C.C[Si](C)(C)O[Si](C)(C)C.C[Si](C)(C)O[Si](C)(C)C.C[Si](C)(C)O[Si](C)(C)C
spin multiplicity: 1
E_tot: -4417.8365 Ha
E_HOMO: -8.85 eV

Atom charges from the Löwdin analysis, given in e for atoms 1 to 5: atom 1 (C): -0.15, atom 2 (C): -0.26, atom 3 (C): -0.16, atom 4 (C): -0.29, atom 5 (C): -0.15

ORCA calculation (wB97M-V/def2-TZVPD) on a cluster of 16 separate species, C32H104N8O16 in total.

CARTESIAN COORDINATES (ANGSTROEM)
O1 -2.4167 -0.0069 -5.0974
H1 -2.3361 -0.1709 -4.1578
H2 -3.2943 -0.3170 -5.3207
O2 -0.4961 -3.2912 -5.2530
H3 -0.9814 -4.0573 -5.5593
H4 -0.9207 -2.5499 -5.6847
O3 -2.6602 3.4775 -4.4772
H5 -2.3278 2.6662 -4.8614
H6 -1.9454 4.1048 -4.5854
O4 0.0648 5.6110 -4.0224
H7 -0.1633 6.4864 -3.7097
H8 0.8444 5.3725 -3.5207
O5 2.4315 -4.7372 -2.6479
H9 2.1133 -5.6385 -2.6988
H10 2.0055 -4.2906 -3.3796
O6 -5.4200 -1.7114 -3.3044
H11 -5.3407 -2.6628 -3.2349
H12 -5.0841 -1.3811 -2.4713
O7 4.9797 -0.5930 2.2009
H13 4.5025 -0.7157 1.3803
H14 4.4578 -1.0591 2.8540
O8 3.4494 -3.0835 0.1657
H15 2.8410 -3.5081 0.7706
H16 3.1387 -3.3359 -0.7037
C1 1.4791 5.8192 2.5323
C2 1.4172 5.9234 1.0478
C3 2.4321 5.0160 0.3533
O9 2.4885 5.1408 -1.0461
C4 3.3261 6.2113 -1.4686
N1 0.1192 5.7543 0.6328
H17 0.6335 6.2082 3.0996
H18 2.3118 6.3952 2.9359
H19 1.5189 4.7773 2.8502
H20 1.6734 6.9425 0.7581
H21 2.1903 3.9904 0.6318
H22 3.4116 5.2508 0.7699
H23 3.1098 7.1578 -0.9733
H24 3.1162 6.2492 -2.5375
H25 4.3860 5.9982 -1.3293
H26 -0.3444 4.9029 0.9162
H27 0.1356 5.6865 -0.3748
C5 -0.5630 -1.8482 4.5719
C6 0.8787 -1.9572 5.0746
C7 0.9206 -1.8875 6.6512
O10 0.1594 -2.7563 7.4270
C8 0.5356 -2.7434 8.8075
N2 1.5008 -3.1400 4.5170
H28 -0.6477 -1.9078 3.4869
H29 -0.8451 -0.8201 4.7992
H30 -1.3260 -2.5107 4.9806
H31 1.3453 -1.0779 4.6305
H32 0.5432 -0.8884 6.8687
H33 1.9781 -1.9747 6.9008
H34 0.8047 -1.7838 9.2491
H35 1.4082 -3.3430 9.0666
H36 -0.3254 -3.0300 9.4114
H37 0.9607 -3.9014 4.9025
H38 2.4158 -3.4669 4.7925
C9 0.4714 0.6418 -2.0080
C10 -0.3846 0.0180 -0.8996
C11 -1.3079 1.1581 -0.3220
O11 -2.4258 0.5137 0.3864
C12 -3.5788 1.2723 0.6623
N3 -1.1393 -0.9970 -1.6170
H39 1.2515 -0.0254 -2.3746
H40 0.9939 1.5514 -1.7116
H41 -0.0298 1.0288 -2.8952
H42 0.1862 -0.3793 -0.0604
H43 -1.6552 1.6625 -1.2237
H44 -0.8203 1.8365 0.3781
H45 -3.3858 2.3438 0.7143
H46 -4.0636 0.9654 1.5891
H47 -4.3405 1.1236 -0.1031
H48 -0.5350 -1.6637 -2.0757
H49 -1.6892 -1.3522 -0.8478
C13 6.6635 2.3845 -1.3033
C14 7.8553 1.7028 -0.7115
C15 9.1984 2.2558 -1.2642
O12 9.3780 1.7505 -2.5990
C16 10.4449 2.3800 -3.3845
N4 7.9662 1.8700 0.7327
H50 5.7275 1.9059 -1.0152
H51 6.9471 2.4341 -2.3545
H52 6.6005 3.4294 -0.9994
H53 7.8373 0.6609 -1.0313
H54 9.9005 1.9356 -0.4944
H55 9.1433 3.3437 -1.2256
H56 10.3418 3.4594 -3.4963
H57 10.3111 1.9756 -4.3878
H58 11.4641 2.2026 -3.0410
H59 8.7693 1.5805 1.2724
H60 7.1935 1.3288 1.0935
C17 4.5068 -0.0091 -6.4609
C18 3.1769 -0.6182 -7.0264
C19 2.7953 0.1494 -8.2698
O13 2.6758 1.5886 -8.2817
C20 1.4787 2.1007 -7.5788
N5 3.3602 -1.9965 -7.2617
H61 4.9382 -0.6203 -5.6681
H62 4.4453 1.0168 -6.0980
H63 5.2753 0.0494 -7.2317
H64 2.5889 -0.4194 -6.1304
H65 1.8438 -0.2492 -8.6217
H66 3.4531 -0.1995 -9.0658
H67 1.4254 1.7175 -6.5598
H68 0.5770 2.0676 -8.1905
H69 1.6004 3.1434 -7.2856
H70 3.9147 -2.4425 -6.5450
H71 2.4113 -2.2471 -7.0234
C21 -7.1619 7.2316 1.2607
C22 -6.4928 7.8760 2.4964
C23 -4.9287 7.7817 2.4381
O14 -4.2279 8.4689 3.5218
C24 -4.5965 8.0541 4.7969
N6 -6.9542 9.1930 2.4813
H72 -6.9019 6.1731 1.2656
H73 -6.7669 7.8510 0.4555
H74 -8.2517 7.2441 1.2471
H75 -6.7874 7.3200 3.3865
H76 -4.6603 8.2469 1.4896
H77 -4.4813 6.7882 2.4672
H78 -3.8756 8.5028 5.4804
H79 -4.5161 6.9702 4.8783
H80 -5.6213 8.3176 5.0585
H81 -6.9996 9.5723 1.5463
H82 -6.3134 9.7984 2.9743
C25 -1.1671 -7.0164 -0.7370
C26 -0.0131 -8.0178 -0.5714
C27 -0.3939 -9.4318 -0.0329
O15 -0.9728 -9.1689 1.1842
C28 -0.8254 -10.2191 2.1350
N7 0.4487 -8.1448 -1.9633
H83 -1.9223 -7.4644 -1.3827
H84 -0.6956 -6.1146 -1.1275
H85 -1.4438 -6.8033 0.2956
H86 0.8015 -7.6085 0.0261
H87 0.4627 -10.0984 0.0672
H88 -1.0133 -10.0077 -0.7205
H89 -1.6890 -10.0437 2.7764
H90 0.1216 -10.2670 2.6726
H91 -0.8688 -11.2263 1.7205
H92 1.0241 -8.9673 -2.0757
H93 -0.3558 -8.3976 -2.5192
C29 -5.4941 -6.6958 4.0764
C30 -6.4681 -5.6887 3.4193
C31 -6.6367 -4.4031 4.2635
O16 -7.0502 -3.2747 3.5251
C32 -6.8636 -2.1847 4.4162
N8 -5.9802 -5.4666 2.0083
H94 -5.7297 -6.7510 5.1392
H95 -4.5082 -6.2480 4.2014
H96 -5.3902 -7.5911 3.4635
H97 -7.4808 -6.0862 3.3516
H98 -5.6665 -4.2052 4.7192
H99 -7.3490 -4.5443 5.0764
H100 -5.8311 -2.1098 4.7577
H101 -7.5462 -2.3270 5.2540
H102 -7.0875 -1.1949 4.0184
H103 -6.2477 -4.5380 1.7148
H104 -4.9774 -5.4086 1.9027

Properties
ΔE to the lowest compared entry with this formula, charge and spin: 138.4 kcal/mol
HOMO-LUMO gap: 8.9 eV
charge: 0
spin multiplicity: 1
E_tot: -2923.1531 Ha
E_HOMO: -8.94 eV

Atom charges from the Löwdin analysis, given in e for atoms 1 to 5: atom 1 (O): -0.05, atom 2 (H): 0.01, atom 3 (H): 0.03, atom 4 (O): -0.06, atom 5 (H): 0.03

Record-wise M values, in g mol⁻¹: 827.69 857.22
Record-wise max |F| values, in eV/A: 4.326 5.761